Entry from the OMol25 dataset: C28H14Br2F7PS5Ta as an isolated structure (ωB97M-V/def2-TZVPD).

The value obtained for the calculated total energy is -253387.7030 eV. The spin multiplicity is 2.

Positions of all 58 atoms, in Å:
Ta 0.763388 0.375593 -0.468097
F 0.890198 -3.255097 -6.797319
C 0.423934 -2.781624 -5.652942
C -0.589461 -3.446888 -4.990141
F -1.099304 -4.558060 -5.505179
C -1.075423 -2.937315 -3.797417
F -2.091684 -3.593133 -3.240539
C -0.550318 -1.791096 -3.216698
P -1.136778 -1.142663 -1.608839
C -1.535009 -2.605224 -0.593970
C -0.527845 -3.172201 0.182595
C -0.792503 -4.283805 0.969053
C -2.065502 -4.828461 0.998796
C -3.075339 -4.269051 0.226257
C -2.811384 -3.168891 -0.570746
C -2.716218 -0.357864 -2.036184
C -3.687853 -0.134046 -1.062641
C -4.837840 0.572416 -1.376718
C -5.026764 1.064536 -2.660663
C -4.062331 0.847950 -3.632779
C -2.910876 0.141290 -3.321043
C 0.452137 -1.120283 -3.920275
Br 1.174176 0.542872 -3.351186
C 0.932584 -1.607889 -5.119659
F 1.881689 -0.968009 -5.798786
H 0.469495 -2.753133 0.176356
H 0.000678 -4.715465 1.565063
H -2.272681 -5.689651 1.620798
H -4.070307 -4.694421 0.237275
H -3.599127 -2.763717 -1.189583
H -3.549839 -0.503563 -0.055611
H -5.586104 0.740029 -0.613019
H -5.924775 1.617995 -2.902548
H -4.202248 1.232731 -4.634339
H -2.160327 -0.007659 -4.087703
S -0.832384 2.281737 -0.846648
S -1.833016 1.671624 0.859307
S -0.383742 1.662305 2.327821
S 0.677532 -0.084159 1.888165
F 4.399345 5.294719 7.289436
C 4.239506 3.970915 7.103406
F 3.212812 3.596462 7.891137
F 5.340822 3.368268 7.574527
C 3.975221 3.641286 5.663296
C 2.867330 4.212658 5.047593
C 2.585013 3.919474 3.728648
C 3.413401 3.048659 3.012753
C 4.527596 2.489660 3.633982
C 4.806531 2.786141 4.959005
C 3.075140 2.723994 1.660212
C 2.695483 2.434991 0.551929
H 2.226200 4.885744 5.602365
H 1.724423 4.354257 3.238818
H 5.168980 1.821715 3.075531
H 5.670607 2.350902 5.441247
S 2.617190 2.868613 -2.051306
C 2.168405 2.042084 -0.713764
Br 2.627169 -1.328250 -0.709028

Cartesian forces (eV/Å) of the 6 atoms listed first:
-0.014 0.463 0.665
0.023 -0.011 -0.045
-0.031 0.009 0.062
0.049 0.054 -0.017
-0.028 -0.025 -0.007
0.042 -0.023 -0.022

Entry from the OMol25 dataset: C28H16Cl4GaO2P as an isolated structure (ωB97M-V/def2-TZVPD).

The value obtained for the calculated total energy is -145147.2687 eV.

Positions of all 52 atoms, in Å:
Ga 0.574803 -0.171536 1.657756
C 2.601921 4.181017 -3.086707
C 2.292197 2.974001 -3.695429
C 1.686333 1.954490 -2.969283
C 1.385480 2.153596 -1.626454
C 1.703945 3.368268 -1.015825
C 2.305495 4.380612 -1.743471
P 0.571103 0.894427 -0.615235
C 0.524127 -0.606045 -1.640607
C -0.647246 -1.077278 -2.217648
C -0.640735 -2.269693 -2.932093
C 0.535032 -2.987047 -3.075692
C 1.712110 -2.516582 -2.503710
C 1.703546 -1.337475 -1.779714
C -1.142212 1.462729 -0.427038
C -1.796692 2.081922 -1.459541
C -3.130933 2.519377 -1.309528
C -3.771558 2.347450 -0.117120
C -3.113482 1.748122 0.984425
C -3.752968 1.609219 2.243576
C -3.089086 1.076872 3.305902
C -1.748631 0.636354 3.159806
C -1.101473 0.725946 1.954266
C -1.783711 1.291804 0.840200
H 3.079206 4.967872 -3.656407
H 2.522417 2.819338 -4.741651
H 1.450149 1.014136 -3.451016
H 1.473760 3.525502 0.032364
H 2.547004 5.320261 -1.263993
H -1.571585 -0.527081 -2.097687
H -1.560801 -2.642413 -3.362974
H 0.534668 -3.922817 -3.619983
H 2.628583 -3.083074 -2.602836
H 2.618317 -0.994093 -1.308844
H -1.294553 2.235687 -2.408368
H -3.635179 2.995463 -2.140012
H -4.793929 2.685450 0.009309
H -4.779585 1.942594 2.344323
H -3.582349 0.987922 4.265749
H -1.237301 0.219176 4.019930
Cl 0.600003 -6.536662 3.173126
C 0.912742 -4.837459 3.162379
C 1.498017 -4.225456 4.263307
Cl 1.936951 -5.152174 5.653479
C 1.730817 -2.846498 4.252699
Cl 2.451436 -2.030716 5.594028
C 1.371939 -2.092224 3.151044
O 1.554330 -0.756886 3.094133
C 0.782852 -2.711293 2.029896
O 0.474345 -1.916776 0.994308
C 0.561713 -4.076571 2.040254
Cl -0.151333 -4.801758 0.642611

Cartesian forces (eV/Å) of the 6 atoms listed first:
0.035 -0.155 -0.399
-0.009 -0.016 0.004
-0.013 -0.024 0.020
0.013 0.063 -0.041
0.180 0.154 0.237
-0.016 0.023 -0.001

Entry from the OMol25 dataset: C28H19AsNO5S5W as an isolated structure (ωB97M-V/def2-TZVPD).

The value obtained for the calculated total energy is -157887.0883 eV. Its charge is +3.

Positions of all 60 atoms, in Å:
W 0.282747 0.456592 -1.712889
O 2.509893 3.523104 0.029932
C 1.853985 2.791624 -0.779822
O 0.958745 1.982520 -0.401543
C 2.126630 2.853714 -2.222392
C 3.132549 3.490260 -2.909510
C 3.240360 3.234847 -4.285733
C 2.360178 2.369971 -4.914025
C 1.338723 1.827320 -4.146140
N 1.245791 2.068691 -2.850171
C 0.352159 0.755719 -4.560673
O 0.341316 0.171317 -5.585044
O -0.499096 0.516097 -3.522806
H 2.282994 3.376772 0.968872
H 3.833523 4.141638 -2.403621
H 4.040542 3.699120 -4.848047
H 2.447571 2.112521 -5.962059
S -5.320237 -4.304937 -3.018729
C -4.149535 -3.280788 -2.727439
S -2.440288 -3.761980 -2.672819
C -1.813320 -2.264885 -2.219354
C -2.796325 -1.182733 -2.007562
S -2.385072 0.315922 -1.454918
S -4.415283 -1.591755 -2.268126
S -0.194372 -2.043195 -1.976041
O 1.777751 -0.303916 -1.800677
As -0.158204 -0.335930 0.860290
C 1.606408 -0.386658 1.621545
C 2.588301 -1.224372 1.101295
C 3.840352 -1.255332 1.694839
C 4.113317 -0.447931 2.792879
C 3.133177 0.395671 3.300569
C 1.874379 0.430550 2.716066
C -1.066778 -2.006370 1.091838
C -0.346931 -3.192582 1.180051
C -1.022506 -4.391107 1.354780
C -2.410451 -4.401499 1.449798
C -3.123075 -3.209958 1.385231
C -2.452381 -2.005947 1.209789
C -1.201091 0.950970 1.811125
C -1.670755 2.130023 1.242738
C -2.462722 2.981717 1.998411
C -2.779550 2.661132 3.310700
C -2.310985 1.479076 3.874892
C -1.527225 0.617661 3.123817
H 2.396449 -1.852293 0.240455
H 4.603345 -1.913937 1.301467
H 5.090157 -0.481542 3.256388
H 3.341125 1.015089 4.163137
H 1.107985 1.072789 3.129807
H 0.734149 -3.194065 1.134963
H -0.463474 -5.313610 1.438973
H -2.934084 -5.335433 1.607763
H -4.198966 -3.211310 1.508581
H -3.006471 -1.075313 1.211264
H -1.430378 2.406930 0.225495
H -2.835426 3.897511 1.558451
H -3.397297 3.330088 3.894759
H -2.560707 1.223463 4.895850
H -1.181611 -0.311041 3.563330

Cartesian forces (eV/Å) of the 6 atoms listed first:
0.513 -0.115 -0.554
0.138 0.105 -0.062
-0.239 -0.159 0.017
-0.089 0.123 0.234
-0.001 0.116 -0.013
0.090 0.113 -0.033

- Among the records above, which one has the lowest calculated total energy?
  C28H14Br2F7PS5Ta

- Which formula does entry 2 have?
  C28H16Cl4GaO2P

- calculated total energy of number 3 (C28H19AsNO5S5W)?
  -157887.0883 eV

- Look up the calculated total energy of the third one.
  -157887.0883 eV